Record 1
ORCA calculation (ωB97M-V/def2-TZVPD) on a single C2H3NP2 molecule.

The calculation puts the LUMO energy (alpha / beta) at -0.34 / -0.34 eV. For the energy relative to the best compared isomer or geometry (same formula, charge and spin), the calculation gives 355.8 kJ/mol.

CARTESIAN COORDINATES (ANGSTROEM)
C 0.36 -0.61 -0.74
C 1.13 1.05 0.69
N 1.23 0.13 -0.09
P -1.64 0.93 1.26
P -1.32 -0.44 -0.14
H 0.67 -1.17 -1.50
H 1.31 1.69 1.53
H -1.74 -1.57 -1.01


Record 2
ORCA calculation (ωB97M-V/def2-TZVPD) on a single C5H6N2O molecule.

The SMILES is C=NC(=C)[C@@H](O)C#N. The calculation puts the LUMO energy at 0.78 eV. For the energy relative to the best compared isomer or geometry (same formula, charge and spin), the calculation gives 276.4 kJ/mol.

CARTESIAN COORDINATES (ANGSTROEM)
C 0.63 -1.21 -1.92
N 0.05 -1.27 -0.81
C 0.24 -0.12 0.22
C 1.40 0.08 0.82
C -1.13 0.38 0.32
O -1.94 -0.20 1.26
C -0.80 1.96 0.83
N -0.70 3.04 1.22
H 1.23 -0.36 -2.26
H 0.60 -2.09 -2.56
H 1.48 0.82 1.60
H 2.28 -0.42 0.46
H -1.65 0.51 -0.64
H -1.69 -1.12 1.44


Record 3
ORCA calculation (ωB97M-V/def2-TZVPD) on 2 unconnected molecules or ions with the total composition C2H2BrF3O.

The SMILES is O=CC(F)(F)F.Br. The calculation puts the LUMO energy at 0.14 eV. For the energy relative to the best compared isomer or geometry (same formula, charge and spin), the calculation gives 52.4 kJ/mol.

CARTESIAN COORDINATES (ANGSTROEM)
O 0.45 0.02 -1.98
C 0.14 -0.09 -0.86
C -1.19 -0.92 -0.46
F -2.00 -0.21 0.35
F -1.83 -1.14 -1.61
F -0.82 -2.09 0.10
H 0.54 0.41 0.05
Br 2.95 1.76 2.52
H 1.76 2.26 1.89


Record 4
ORCA calculation (ωB97M-V/def2-TZVPD) on a molecular structure, C48H50N5OPPbSi2.

The calculation puts the LUMO energy (alpha / beta) at -0.49 / -0.56 eV. For the energy relative to the best compared isomer or geometry (same formula, charge and spin), the calculation gives 169.1 kJ/mol.

CARTESIAN COORDINATES (ANGSTROEM)
Pb -0.28 0.18 0.05
N 2.13 -0.90 2.35
C 1.63 -0.92 3.65
C 2.44 -0.98 4.75
C 1.91 -1.00 6.06
C 0.56 -0.99 6.26
C -0.31 -0.91 5.15
C -1.71 -0.86 5.30
C -2.51 -0.77 4.20
C -1.90 -0.70 2.93
N -0.60 -0.71 2.75
C 0.21 -0.85 3.84
H 1.76 -1.65 1.78
H 3.14 -0.91 2.33
H 3.52 -1.02 4.61
H 2.59 -1.05 6.90
H 0.14 -1.03 7.25
H -2.13 -0.90 6.30
H -3.59 -0.72 4.27
H -2.51 -0.59 2.05
O 0.62 -3.27 0.96
C 0.69 -2.84 -0.13
C 1.19 -3.57 -1.34
C 1.30 -4.96 -1.18
C 1.72 -5.75 -2.23
C 2.04 -5.14 -3.45
C 1.93 -3.77 -3.59
C 1.50 -2.95 -2.54
P 1.39 -1.12 -2.76
C 3.17 -0.71 -2.83
C 3.60 0.41 -3.56
C 4.92 0.81 -3.52
C 5.84 0.12 -2.74
C 5.42 -0.98 -2.01
C 4.10 -1.39 -2.05
C 0.80 -0.96 -4.47
C 1.57 -1.11 -5.62
C 0.99 -1.01 -6.88
C -0.37 -0.75 -6.99
C -1.14 -0.58 -5.86
C -0.56 -0.68 -4.60
H 1.05 -5.40 -0.22
H 1.80 -6.82 -2.12
H 2.37 -5.75 -4.28
H 2.17 -3.32 -4.54
H 2.89 0.96 -4.17
H 5.24 1.67 -4.10
H 6.87 0.44 -2.71
H 6.13 -1.53 -1.40
H 3.79 -2.26 -1.48
H 2.64 -1.29 -5.54
H 1.60 -1.13 -7.76
H -0.82 -0.66 -7.98
H -2.20 -0.36 -5.94
H -1.16 -0.53 -3.72
C -4.63 -2.01 -0.04
Si -3.31 -1.25 -1.14
C -2.16 -2.68 -1.54
C -4.06 -0.68 -2.78
N -2.43 0.02 -0.35
C -3.16 1.07 0.24
C -4.52 1.29 0.01
C -5.25 2.21 0.76
C -4.62 2.91 1.77
C -3.26 2.76 1.96
C -2.48 1.94 1.14
N -1.09 1.94 1.14
Si -0.17 3.24 1.75
C 0.06 3.30 3.60
C 0.28 6.11 1.39
C 2.64 2.50 1.61
H -5.24 -2.71 -0.61
H -5.29 -1.27 0.42
H -4.15 -2.57 0.77
H -2.78 -3.50 -1.92
H -1.67 -3.06 -0.64
H -1.41 -2.46 -2.29
H -3.75 -1.34 -3.60
H -3.73 0.33 -3.02
H -5.15 -0.68 -2.77
H -5.03 0.73 -0.76
H -6.30 2.36 0.55
H -5.17 3.60 2.40
H -2.78 3.31 2.76
H -0.86 3.55 4.13
H 0.82 4.04 3.89
H 0.39 2.32 3.96
H -0.20 7.09 1.36
H 1.03 6.08 0.60
H 0.77 6.01 2.36
H 2.36 1.46 1.76
H 2.84 2.94 2.58
H 3.57 2.52 1.03
C 0.28 2.48 -2.63
C 0.36 3.18 -1.45
C 1.36 2.82 -0.53
C 1.53 3.26 0.88
C -0.79 5.00 1.17
C -1.17 4.97 -0.29
C -0.67 4.25 -1.30
C -1.93 5.47 1.96
N -2.76 5.94 2.60
H 1.05 1.77 -2.90
H -0.48 2.69 -3.37
H 2.02 2.02 -0.86
H 1.80 4.32 0.88
H -1.93 5.68 -0.57
H -1.11 4.49 -2.26


Question: Which of these has the lowest energy relative to the best compared isomer or geometry (same formula, charge and spin)?
Answer: C2H2BrF3O